No. 1
DFT (wB97M-V/def2-TZVPD) results for a cluster of 2 separate species, C4H7N3 in total.

```
14
Properties=species:S:1:pos:R:3:lowdin_charge:R:1
C 1.57460 1.53962 -0.11393 0.108
N 1.54148 -0.62450 -0.30063 0.047
C 0.21773 -0.61953 -0.20279 -0.500
N -0.29946 0.60933 -0.13664 0.006
N -1.56045 0.49542 0.40661 -0.015
C -1.91021 -0.82815 0.41508 -0.122
C -0.83316 -1.57649 0.04101 -0.021
H 2.07855 1.31581 0.81720 0.043
H 2.20740 1.49282 -0.99115 0.033
H 0.96366 2.43531 -0.08949 0.024
H 1.92086 -1.34710 -0.91120 0.055
H -2.21453 1.22886 0.17823 0.139
H -2.90196 -1.13036 0.72956 0.110
H -0.74668 -2.65331 0.05852 0.093
```

The molar mass is 97.1 g/mol. The calculated total energy comes out at -8727.2762 eV. The value obtained for the HOMO energy (alpha / beta) is -7.615 / -7.616 eV. Its energy relative to the best compared isomer or geometry (same formula, charge and spin) is 424.8 kJ/mol. The calculation puts the LUMO energy (alpha / beta) at 0.0164 / 0.0165 Eh.



No. 2
DFT (wB97M-V/def2-TZVPD) results for the ion C9H13O3 with charge -1.

```
25
Properties=species:S:1:pos:R:3:lowdin_charge:R:1
C 0.27681 -1.12281 -1.37376 -0.228
C -0.06956 -1.88499 -0.36387 -0.163
C -0.39255 0.15109 -1.63581 -0.435
C -1.30052 0.63668 -0.57042 -0.093
C -0.49765 1.29875 0.68185 -0.347
C 0.00726 0.39131 1.72260 -0.403
C 1.32701 -1.56402 -2.37860 -0.056
C 0.60697 2.19648 0.13406 -0.081
C -0.91783 -0.47453 2.50728 -0.126
O -0.33329 -2.66658 0.50725 0.063
O -0.20060 0.78018 -2.69074 -0.006
O 1.35839 -0.04722 1.67240 -0.083
H -1.94410 1.41837 -0.97886 0.106
H -1.90675 -0.16302 -0.14857 0.102
H -1.27772 1.92694 1.14048 0.116
H 2.03492 -2.26321 -1.93298 0.069
H 1.85329 -0.67970 -2.73398 0.069
H 0.85467 -2.04309 -3.24170 0.071
H 1.00208 2.82681 0.93030 0.071
H 0.23391 2.82523 -0.67209 0.070
H 1.41817 1.58257 -0.24735 0.073
H -0.93017 -1.52755 2.15479 0.040
H -1.93435 -0.08710 2.44293 0.065
H -0.63386 -0.51094 3.56637 0.055
H 1.36545 -0.99965 1.50843 0.051
```

The net charge is -1. The molar mass is 169.2 g/mol. The calculated total energy comes out at -15683.8178 eV. The value obtained for the HOMO energy (alpha / beta) is -0.522 / -1.388 eV. Its energy relative to the best compared isomer or geometry (same formula, charge and spin) is 266.8 kJ/mol. The calculation puts the LUMO energy (alpha / beta) at 0.1340 / 0.1325 Eh.



No. 3
DFT (wB97M-V/def2-TZVPD) results for an isolated molecule of C5H5NO.

```
12
Properties=species:S:1:pos:R:3:lowdin_charge:R:1
N -0.58956 2.68509 0.24965 0.163
C -0.01733 1.73697 -0.09326 -0.197
C 0.62401 0.52194 -0.54806 -0.221
C -0.28973 -0.46583 -1.22108 -0.050
C 0.24378 -0.78030 0.14142 -0.196
C -0.37859 -0.60822 1.48878 -0.232
O 0.28823 -0.81138 2.47384 0.069
H 1.67096 0.62381 -0.81225 0.146
H -1.31137 -0.12810 -1.36800 0.120
H 0.11584 -1.05690 -2.03715 0.114
H 1.05568 -1.49942 0.16661 0.147
H -1.41192 -0.21768 1.55951 0.137
```

The molar mass is 95.1 g/mol. Its SMILES is N#C[C@@H]1C[C@@H]1C=O. The calculated total energy comes out at -8801.8797 eV. The value obtained for the HOMO energy is -10.330 eV. Its energy relative to the best compared isomer or geometry (same formula, charge and spin) is 148.5 kJ/mol. The calculation puts the LUMO energy at 0.0245 Eh.



No. 4
DFT (wB97M-V/def2-TZVPD) results for a cluster of 2 separate species, C4H12ClO2PS in total.

```
21
Properties=species:S:1:pos:R:3:lowdin_charge:R:1
C 0.85964 1.69988 -1.30785 -0.117
C -0.56431 1.13102 -1.19081 -0.299
C -0.73751 -0.38913 -1.03823 -0.905
Cl -2.20566 -0.72983 -0.09042 0.658
S 0.70282 -1.26823 -0.32132 0.800
P 1.25982 -0.53593 1.67203 0.688
C -0.30516 -0.38911 2.56841 -0.333
O 1.69644 1.01823 1.44694 -0.350
H 1.01345 2.50339 -0.59278 0.067
H 1.02003 2.12453 -2.29736 0.076
H 1.64800 0.96879 -1.14925 0.033
H -1.07721 1.36366 -2.12491 0.111
H -1.14784 1.63656 -0.42433 0.087
H -0.88648 -0.88554 -1.99539 0.058
H 0.16474 -2.51186 -0.08016 -0.011
H -0.91123 -1.27324 2.38543 0.023
H -0.84811 0.50337 2.25970 0.034
H -0.03563 -0.30311 3.62129 0.039
H 2.54242 1.16230 1.88876 0.060
O -0.74579 -3.18697 -1.79893 -0.517
H -1.44242 -2.63876 -1.43082 -0.202
```

The molar mass is 190.6 g/mol. The calculated total energy comes out at -41080.9617 eV. The value obtained for the HOMO energy is -7.278 eV. The calculation puts the LUMO energy at -0.0064 Eh.



No. 5
DFT (wB97M-V/def2-TZVPD) results for a cluster of 2 separate species, C3H6ClN in total.

```
11
Properties=species:S:1:pos:R:3:lowdin_charge:R:1
C 1.34029 0.39979 0.69776 -0.109
C 2.20826 0.82574 -0.18342 -0.103
C -2.70803 -0.29286 0.33890 -0.633
N -1.73942 -1.00233 -0.13253 -0.107
Cl -3.57799 0.55735 -0.92178 0.481
H 1.74770 -0.28218 1.47424 0.060
H 0.26237 0.67588 0.69793 0.043
H 2.08395 1.67317 -0.87521 0.053
H 3.10793 0.26713 -0.44697 0.048
H -1.60050 -1.32406 -1.20806 0.163
H -1.12455 -1.49764 0.55912 0.103
```

The molar mass is 91.5 g/mol. The calculated total energy comes out at -17217.6094 eV. The value obtained for the HOMO energy is -8.955 eV. Its energy relative to the best compared isomer or geometry (same formula, charge and spin) is 239.5 kJ/mol. The calculation puts the LUMO energy at 0.0299 Eh.